Record 1
Entry from the Open Molecules 2025 dataset: a structure of composition C10H11F4N2S3SbV in a non-equilibrium geometry (ωB97M-V/def2-TZVPD).

* electronic energy: -89112.491 eV
* multiplicity: 2
* max |F|: 1.3 eV/Å
* total charge: +2
* E_LUMO (alpha / beta): -9.29 / -9.91 eV
* Kohn-Sham gap (alpha / beta): 6.1 / 5.5 eV
* ⟨S²⟩: 0.763

Geometry as XYZ:
```
32
C10H11F4N2S3SbV, DFT ωB97M-V/def2-TZVPD
V -0.102 0.219 0.415
C 0.878 -2.308 1.786
N -0.233 -1.745 0.976
C -0.511 -2.655 -0.173
C -1.458 -1.563 1.825
C -2.486 -0.601 1.152
N -1.857 0.139 0.021
C -2.668 0.547 -1.030
C -2.266 0.330 -2.356
F -1.130 -0.330 -2.590
C -3.072 0.718 -3.407
F -2.676 0.461 -4.640
C -4.282 1.355 -3.171
C -4.687 1.583 -1.865
F -5.824 2.199 -1.613
C -3.902 1.175 -0.800
F -4.283 1.425 0.446
H 0.589 -3.290 2.165
H 1.759 -2.418 1.157
H 1.098 -1.648 2.623
H -0.704 -3.659 0.209
H -1.376 -2.307 -0.732
H 0.356 -2.682 -0.831
H -1.923 -2.536 1.994
H -1.136 -1.180 2.791
H -3.315 -1.168 0.731
H -2.896 0.095 1.884
H -4.908 1.665 -3.997
S 3.513 0.987 1.695
Sb 1.923 2.491 0.850
S 0.114 1.430 2.162
S 1.030 1.066 -1.094
```


Record 2
Entry from the Open Molecules 2025 dataset: a cluster of 3 separate species, C3H5NO2 in total in a non-equilibrium geometry (ωB97M-V/def2-TZVPD).

* electronic energy: -8772.457 eV
* max |F|: 1.2 eV/Å
* E_LUMO (alpha / beta): -0.67 / -0.67 eV
* energy relative to the best compared isomer or geometry (same formula, charge and spin): 505.3 kJ/mol
* Kohn-Sham gap (alpha / beta): 9.1 / 9.1 eV

Geometry as XYZ:
```
11
C3H5NO2, DFT ωB97M-V/def2-TZVPD
C -1.323 -0.618 0.271
C -0.313 1.311 -0.045
O -0.570 2.409 0.146
N 1.645 0.641 -0.745
C 1.503 -0.371 0.081
O 0.599 -1.261 -0.018
H -1.660 -0.698 -0.756
H -1.895 0.085 0.874
H -1.198 -1.564 0.778
H 1.089 0.422 -1.576
H 2.124 -0.355 0.989
```


Record 3
Entry from the Open Molecules 2025 dataset: a structure of composition C28H29CsN13O3S in a non-equilibrium geometry (ωB97M-V/def2-TZVPD).

* electronic energy: -66405.168 eV
* max |F|: 4.3 eV/Å
* total charge: -1
* E_LUMO: 1.43 eV
* energy relative to the best compared isomer or geometry (same formula, charge and spin): 107.7 kJ/mol
* Kohn-Sham gap: 3.9 eV

Geometry as XYZ:
```
75
C28H29CsN13O3S, DFT ωB97M-V/def2-TZVPD
Cs 0.000 0.762 -0.077
N -1.300 -4.242 3.372
C -1.010 -2.948 3.073
S -0.366 -2.512 1.535
N -1.292 -2.060 4.025
N -1.417 -0.777 3.770
C -1.652 -0.037 4.839
C -2.001 1.309 4.655
C -2.854 1.802 5.653
C -3.009 3.191 5.815
C -2.383 4.021 4.901
C -1.587 3.554 3.878
C -1.540 2.160 3.532
O -1.136 1.659 2.446
H -1.126 -4.925 2.630
H -1.413 -4.512 4.382
H -1.676 -0.533 5.809
H -3.198 1.110 6.439
H -3.616 3.520 6.701
H -2.552 5.118 5.058
H -1.018 4.174 3.159
N 3.048 -1.500 1.374
C 3.702 -0.476 0.790
N 5.033 -0.465 0.930
C 5.636 0.479 0.264
N 6.978 0.620 0.377
N 5.068 1.372 -0.591
C 3.750 1.239 -0.678
N 2.982 0.397 0.067
C 3.150 2.223 -1.578
C 4.098 2.915 -2.433
C 3.666 3.931 -3.270
C 2.270 4.146 -3.363
C 1.445 3.410 -2.576
N 1.873 2.578 -1.661
H 3.591 -2.169 1.810
H 2.049 -1.715 1.327
H 7.553 -0.112 0.841
H 7.394 1.467 0.041
H 5.153 2.721 -2.390
H 4.392 4.628 -3.706
H 1.782 4.884 -4.019
H 0.356 3.614 -2.562
N -5.626 3.317 -3.303
C -4.804 2.779 -2.336
C -4.431 1.455 -2.297
C -3.457 1.030 -1.391
N -2.968 1.832 -0.486
C -3.444 3.110 -0.401
C -4.339 3.622 -1.289
H -5.814 2.810 -4.170
H -5.642 4.335 -3.338
H -4.887 0.748 -2.996
H -3.138 -0.013 -1.413
H -2.938 3.726 0.323
H -4.606 4.646 -1.291
O 0.252 -7.407 -0.419
C 0.954 -6.306 0.034
N 0.757 -5.099 -0.711
C 0.270 -5.001 -2.010
O -0.096 -6.016 -2.626
C 0.169 -3.635 -2.599
C -0.045 -3.487 -3.981
C -0.037 -2.215 -4.504
C 0.242 -1.146 -3.680
N 0.386 -1.261 -2.345
C 0.289 -2.487 -1.815
H -0.032 -7.213 -1.381
H 2.079 -6.578 -0.101
H 0.628 -6.142 1.032
H 0.889 -4.272 -0.172
H -0.022 -4.436 -4.523
H -0.186 -1.986 -5.549
H 0.472 -0.205 -4.172
H 0.306 -2.527 -0.679
```


Record 4
Entry from the Open Molecules 2025 dataset: a structure of composition C13H26N6O6Pb in a non-equilibrium geometry (ωB97M-V/def2-TZVPD).

* electronic energy: -40368.057 eV
* max |F|: 3.9 eV/Å
* E_LUMO (alpha / beta): -1.12 / -1.11 eV
* energy relative to the best compared isomer or geometry (same formula, charge and spin): 0.0 kJ/mol
* Kohn-Sham gap (alpha / beta): 4.0 / 4.0 eV

Geometry as XYZ:
```
52
C13H26N6O6Pb, DFT ωB97M-V/def2-TZVPD
O 4.010 2.232 0.579
H 4.970 2.448 0.528
Pb 0.817 -0.021 0.318
N -0.026 -1.744 -1.249
N 1.533 0.142 -2.168
N -1.126 0.037 1.646
N 0.368 2.151 1.361
O -0.982 -2.442 -0.718
O -2.029 -1.014 1.526
O 1.059 3.342 1.118
O 2.081 1.197 -2.573
C 1.140 -0.813 -3.074
C 0.282 -1.828 -2.583
C -1.548 1.130 2.282
C -0.722 2.305 2.106
C -0.215 -2.919 -3.458
H -1.304 -2.864 -3.592
H 0.055 -3.901 -3.049
H 0.236 -2.861 -4.451
C 1.674 -0.721 -4.449
H 2.769 -0.624 -4.414
H 1.278 0.158 -4.983
H 1.438 -1.614 -5.030
C -2.741 1.164 3.170
C -0.995 3.557 2.860
H -3.071 0.144 3.402
H -3.581 1.717 2.716
H -2.469 1.689 4.099
H -0.632 4.470 2.367
H -0.503 3.512 3.847
H -2.077 3.648 3.031
H -1.686 -1.553 0.747
H 1.994 3.089 0.903
C 3.926 0.806 0.783
H 3.620 0.320 -0.157
H 3.153 0.670 1.559
H 4.865 0.332 1.137
O 1.034 -2.485 1.895
H 0.550 -2.551 2.750
H 0.701 -3.247 1.374
C -3.448 -0.226 -1.656
C -2.643 0.990 -1.827
N -1.441 1.284 -1.356
C -1.157 2.570 -1.800
C -2.210 3.031 -2.553
N -3.144 2.016 -2.563
H -3.663 -0.373 -0.596
H -4.390 -0.144 -2.206
H -2.901 -1.095 -2.026
H -0.223 3.047 -1.555
H -2.354 3.968 -3.066
H -4.057 2.032 -3.009
```